Record 1
C34H57N3O3PtSi | wB97M-V/def2-TZVPD

For the molecular weight, the calculation gives 779.01 g/mol. The spin multiplicity is 3. The calculation puts the LUMO energy (alpha / beta) at 0.397 / -2.056 eV. For the HOMO-LUMO gap (alpha / beta), the calculation gives 7.415 / 5.158 eV. As for the electronic energy: -2128.43895 hartree. As for the HOMO energy (alpha / beta): -7.02 / -7.21 eV.

Element x y z (Å)
O -1.554 0.375 -0.959
O -0.512 -4.287 0.216
C -2.839 0.354 -0.294
C -3.953 0.886 -1.157
H -2.692 0.938 0.618
H -3.046 -0.684 0.003
H -3.744 1.913 -1.500
H -4.885 0.893 -0.572
H -4.129 0.253 -2.037
C -1.612 0.016 -2.355
C -1.912 -1.456 -2.562
H -0.642 0.304 -2.775
H -2.361 0.661 -2.838
H -1.459 -2.095 -1.788
H -1.516 -1.731 -3.547
H -2.996 -1.639 -2.599
C 0.772 -4.898 0.055
C -1.632 -5.103 -0.116
C 1.463 -4.503 -1.237
H 0.664 -5.993 0.101
H 1.372 -4.579 0.923
H 0.884 -4.784 -2.127
H 2.423 -5.037 -1.259
H 1.653 -3.419 -1.271
C -1.555 -5.701 -1.507
H -2.508 -4.450 -0.004
H -1.725 -5.918 0.628
H -1.395 -4.950 -2.288
H -2.514 -6.190 -1.705
H -0.763 -6.456 -1.586
H -0.936 -2.050 1.017
N 0.172 3.213 -1.242
C 0.907 4.268 -0.833
C 2.022 4.145 -0.024
C 2.630 3.027 0.536
C 0.571 5.661 -1.313
H -0.495 5.895 -1.164
H 0.851 5.838 -2.365
H 1.132 6.376 -0.695
C 3.928 3.220 1.264
H 4.695 2.501 0.961
H 3.782 3.178 2.347
H 4.289 4.220 1.019
N 2.061 1.815 0.536
C -0.835 3.373 -2.257
C -2.118 3.793 -1.840
C -2.522 4.133 -0.445
C -3.094 4.014 -2.817
H -4.081 4.369 -2.509
C -2.794 3.841 -4.164
H -3.568 4.044 -4.892
C -1.520 3.464 -4.571
H -1.291 3.362 -5.639
C -0.506 3.234 -3.640
C 0.893 2.943 -4.083
C 2.706 0.598 0.982
C 2.829 0.289 2.356
C 2.219 1.165 3.400
C 3.490 -0.900 2.681
H 3.627 -1.151 3.733
C 3.987 -1.753 1.689
H 4.530 -2.658 1.965
C 3.790 -1.456 0.338
H 4.171 -2.098 -0.458
C 3.108 -0.290 -0.022
C 2.753 0.018 -1.435
Pt 0.334 1.445 -0.226
H -3.472 3.641 -0.200
H -2.718 5.220 -0.383
H -1.797 3.904 0.340
H 1.384 2.238 -3.397
H 1.505 3.862 -4.144
H 0.915 2.522 -5.105
H 1.936 0.579 4.289
H 1.305 1.674 3.048
H 2.912 1.952 3.731
H 3.330 0.863 -1.832
H 1.662 0.280 -1.528
H 2.936 -0.861 -2.061
H 2.506 5.095 0.225
C -0.226 -1.995 1.883
Si -0.671 -3.109 3.350
H 0.769 -2.243 1.469
H -0.209 -0.947 2.222
C -2.505 -3.505 3.439
C -0.153 -2.316 4.985
C 0.160 -4.796 3.450
H -0.325 -5.372 4.255
H 1.221 -4.690 3.716
H 0.090 -5.385 2.527
H -3.106 -2.620 3.682
H -2.668 -4.246 4.237
H -2.899 -3.931 2.509
H -0.368 -1.240 4.998
H 0.925 -2.446 5.161
H -0.680 -2.774 5.837
O -0.498 5.463 2.132
C -0.248 4.285 2.217
N -0.017 3.095 2.299



Record 2
C34H58N4O3PPt | wB97M-V/def2-TZVPD

For the molecular weight, the calculation gives 796.92 g/mol. The calculation puts the LUMO energy (alpha / beta) at -4.673 / -4.683 eV. For the HOMO-LUMO gap (alpha / beta), the calculation gives 5.630 / 5.657 eV. The net charge is +1. As for the electronic energy: -2235.65976 hartree. As for the HOMO energy (alpha / beta): -10.30 / -10.34 eV.

Element x y z (Å)
Pt 0.428 -0.655 0.400
C 0.686 -6.806 -2.688
C -0.133 -5.838 -3.554
C -1.621 -6.214 -3.472
C 0.326 -5.985 -5.006
C 0.041 -4.411 -3.030
C -0.244 -4.131 -1.726
C -0.063 -2.818 -1.239
N -0.334 -2.368 0.010
C -1.041 -2.918 1.029
C -1.884 -4.049 0.951
C -2.484 -4.521 2.079
C -2.248 -3.831 3.308
C -1.492 -2.697 3.451
C -0.875 -2.190 2.270
O -0.161 -1.109 2.281
C -1.288 -2.013 4.804
C -2.159 -2.635 5.897
C -1.643 -0.521 4.723
C 0.185 -2.182 5.206
C -3.396 -5.748 1.996
C -3.960 -6.145 3.360
C -4.568 -5.446 1.050
C -2.588 -6.933 1.444
C 0.529 -1.788 -2.085
O 0.836 -0.653 -1.573
C 0.735 -2.064 -3.476
C 0.486 -3.344 -3.880
C 1.247 -0.977 -4.421
C 1.323 -1.483 -5.862
C 2.659 -0.538 -3.991
C 0.292 0.228 -4.393
H 0.580 -7.822 -3.074
H 0.351 -6.812 -1.649
H 1.746 -6.545 -2.703
H -1.772 -7.224 -3.857
H -2.232 -5.528 -4.061
H -1.982 -6.191 -2.440
H 0.222 -7.027 -5.311
H 1.375 -5.707 -5.130
H -0.278 -5.383 -5.689
H -0.547 -4.916 -1.053
H -2.099 -4.492 -0.009
H -2.737 -4.215 4.188
H -3.221 -2.589 5.644
H -2.016 -2.076 6.822
H -1.892 -3.674 6.101
H -2.694 -0.390 4.456
H -1.032 0.006 3.992
H -1.487 -0.063 5.703
H 0.441 -3.240 5.294
H 0.368 -1.708 6.174
H 0.847 -1.730 4.467
H -4.588 -5.360 3.786
H -3.169 -6.386 4.074
H -4.581 -7.035 3.245
H -5.143 -4.587 1.401
H -5.236 -6.308 1.001
H -4.225 -5.232 0.036
H -1.724 -7.148 2.077
H -2.227 -6.736 0.431
H -3.215 -7.826 1.405
H 0.661 -3.579 -4.918
H 2.043 -2.297 -5.976
H 1.653 -0.666 -6.504
H 0.350 -1.820 -6.228
H 3.343 -1.390 -3.988
H 2.656 -0.089 -3.000
H 3.041 0.198 -4.701
H -0.715 -0.069 -4.694
H 0.643 0.983 -5.099
H 0.242 0.684 -3.406
C 1.430 1.558 4.497
N 1.857 1.258 3.139
C 2.905 0.246 3.012
P 1.425 2.128 1.830
O 1.130 1.245 0.632
N 0.113 3.043 2.163
C -1.236 2.485 2.122
C 0.210 4.353 2.792
N 2.677 3.106 1.436
C 3.673 3.575 2.388
C 2.591 3.887 0.203
H 1.169 0.634 5.013
H 0.548 2.193 4.487
H 2.219 2.060 5.068
H 2.490 -0.757 3.134
H 3.673 0.405 3.772
H 3.378 0.306 2.033
H -1.226 1.489 1.686
H -1.882 3.121 1.513
H -1.661 2.422 3.128
H 1.245 4.679 2.850
H -0.202 4.334 3.805
H -0.349 5.091 2.213
H 3.651 2.975 3.294
H 3.508 4.623 2.657
H 4.670 3.495 1.950
H 1.822 3.480 -0.449
H 3.544 3.848 -0.327
H 2.357 4.934 0.419



Look up the electronic energy of the first one.
-2128.43895 hartree